Entry from the OMol25 dataset: 2 unconnected molecules or ions with the total composition CH2INO2 in a non-equilibrium geometry (wB97M-V/def2-TZVPD).

For the gap between HOMO and LUMO (spin up / spin down), the calculation gives 8.396 / 8.394 eV. The total energy is -14751.3452 eV.

```
7
CH2INO2 | the OMol25 dataset | wB97M-V/def2-TZVPD
C -0.16 1.13 -0.48
N 0.43 -0.59 0.38
O -1.28 1.44 -0.50
O -0.59 -1.57 0.79
I 1.60 1.88 -1.31
H 0.70 -0.89 -0.56
H -0.71 -1.40 1.68
```

Entry from the OMol25 dataset: 2 unconnected molecules or ions with the total composition C4H10O2 in a non-equilibrium geometry (wB97M-V/def2-TZVPD).

For the gap between HOMO and LUMO (spin up / spin down), the calculation gives 8.618 / 8.619 eV. The total energy is -8401.4957 eV.

```
16
C4H10O2 | the OMol25 dataset | wB97M-V/def2-TZVPD
C 0.97 -0.98 0.84
C 1.27 1.35 -0.38
C -2.43 -0.56 -0.54
C 0.28 0.23 0.02
O -2.63 0.24 0.46
O -0.39 -0.10 -1.08
H 1.85 -1.30 0.28
H 1.30 -0.50 1.70
H 0.28 -1.89 1.00
H 2.25 1.03 -0.65
H 1.39 2.21 0.36
H 0.75 1.85 -1.25
H -2.78 -0.30 -1.49
H -2.19 -1.67 -0.32
H -0.50 0.62 0.80
H -2.81 1.19 0.28
```

Entry from the OMol25 dataset: a single C25H29N3O2 molecule (wB97M-V/def2-TZVPD).

For the gap between HOMO and LUMO, the calculation gives 8.161 eV. The total energy is -34962.0443 eV. The SMILES is CCOC(=O)C1(CCc2ccccc2)CCN(Cc2cccc3nccnc23)CC1.

```
59
C25H29N3O2 | the OMol25 dataset | wB97M-V/def2-TZVPD
C -0.93 1.68 2.49
C -1.21 2.32 1.14
H -0.93 3.38 1.15
H -2.28 2.22 0.89
O -0.43 1.73 0.11
C -0.89 0.59 -0.42
O -1.95 0.10 -0.12
C 0.07 0.02 -1.46
C 1.52 0.15 -0.97
C 1.73 -0.66 0.30
N 1.45 -2.06 0.04
C 0.08 -2.26 -0.39
C -0.22 -1.47 -1.66
H -1.27 -1.62 -1.92
H 0.40 -1.84 -2.48
H -0.06 -3.33 -0.60
H -0.64 -1.97 0.38
C 1.84 -2.93 1.14
C 1.07 -2.66 2.41
C -0.16 -3.24 2.64
C -0.95 -2.88 3.75
C -0.53 -1.92 4.63
C 0.73 -1.31 4.44
N 1.15 -0.37 5.31
C 2.32 0.16 5.11
C 3.14 -0.24 4.03
N 2.76 -1.14 3.16
C 1.54 -1.69 3.33
H 4.13 0.19 3.89
H 2.65 0.92 5.81
H -1.12 -1.61 5.47
H -1.90 -3.36 3.88
H -0.52 -3.99 1.97
H 1.68 -3.96 0.82
H 2.91 -2.77 1.33
H 2.76 -0.58 0.63
H 1.08 -0.26 1.09
H 1.77 1.20 -0.78
H 2.18 -0.23 -1.75
C -0.11 0.84 -2.75
H 0.12 1.89 -2.53
H 0.61 0.49 -3.49
C -1.52 0.76 -3.35
C -1.64 1.75 -4.49
C -1.35 1.36 -5.79
C -1.43 2.28 -6.82
C -1.79 3.59 -6.57
C -2.08 3.98 -5.27
C -2.00 3.06 -4.24
H -2.23 3.37 -3.23
H -2.36 5.00 -5.06
H -1.85 4.31 -7.38
H -1.21 1.97 -7.83
H -1.07 0.34 -5.99
H -2.26 0.99 -2.59
H -1.71 -0.25 -3.72
H -1.49 2.19 3.27
H 0.13 1.74 2.73
H -1.23 0.63 2.48
```

Entry from the OMol25 dataset: a molecular structure, C24H43N2OP3Yb in a non-equilibrium geometry (wB97M-V/def2-TZVPD).

For the gap between HOMO and LUMO (spin up / spin down), the calculation gives 7.800 / 5.689 eV. The total energy is -89984.3200 eV. The spin multiplicity is 2. As for the total charge: +3.

```
74
C24H43N2OP3Yb | the OMol25 dataset | wB97M-V/def2-TZVPD
Yb 0.31 0.43 -0.30
P -1.04 -1.73 1.66
P 1.83 -1.76 -1.65
P -2.24 -0.84 -1.00
H -2.10 4.17 2.19
C -2.90 3.43 2.08
C -3.01 2.38 2.90
H -2.30 2.21 3.72
C -0.24 -1.63 3.32
C -0.50 -3.44 1.23
C -2.74 -2.10 2.26
C 2.31 -0.24 -2.57
C 3.52 -2.28 -1.14
C 1.65 -2.89 -3.09
C -3.67 0.09 -0.32
C -3.01 -2.46 -1.38
C -2.16 -0.15 -2.70
H -3.62 3.59 1.26
H -3.86 1.69 2.85
H -0.36 -0.61 3.71
H 0.83 -1.86 3.26
H -0.73 -2.33 4.00
H 0.60 -3.45 1.14
H -0.93 -3.75 0.27
H -0.81 -4.13 2.02
H -3.24 -1.17 2.54
H -2.65 -2.74 3.15
H -3.35 -2.62 1.51
H 3.21 -0.48 -3.14
H 2.55 0.61 -1.91
H 1.53 0.07 -3.28
H 4.16 -2.41 -2.02
H 3.44 -3.24 -0.61
H 3.97 -1.55 -0.46
H 2.58 -2.91 -3.67
H 0.82 -2.55 -3.74
H 1.42 -3.89 -2.72
H -4.21 0.54 -1.17
H -3.34 0.90 0.36
H -4.34 -0.58 0.23
H -3.76 -2.28 -2.17
H -3.50 -2.91 -0.51
H -2.25 -3.15 -1.77
H -3.03 -0.55 -3.24
H -1.24 -0.49 -3.21
H -2.18 0.95 -2.71
C 0.25 3.08 -2.52
C 1.13 3.10 -3.60
C 0.65 3.56 -4.83
C -0.68 3.97 -4.95
C -1.54 3.97 -3.83
C -1.05 3.56 -2.58
O 0.61 2.27 -1.36
H 1.03 2.86 -0.69
H 2.15 2.74 -3.47
H 1.31 3.59 -5.70
H -1.05 4.32 -5.91
H -2.57 4.30 -3.93
H -1.69 3.56 -1.69
N 1.73 1.97 3.29
C 1.16 1.79 2.08
N 1.68 0.72 1.48
C 2.62 0.16 2.35
C 3.16 -1.15 2.35
C 3.71 -1.61 3.55
C 3.72 -0.81 4.71
C 3.18 0.48 4.70
C 2.66 0.94 3.50
H 1.52 2.72 3.95
H 0.36 2.45 1.70
H 3.09 -1.74 1.44
H 4.15 -2.61 3.59
H 4.15 -1.22 5.62
H 3.14 1.13 5.58
```